(1)
131
Properties=species:S:1:pos:R:3:lowdin_charge:R:1 method="wB97M-V/def2-TZVPD" homo_energy_ev=-1.41 total_energy_ha=-6348.2474 charge=-3 orbital_gap_ev=5.177
C -4.196 -3.812 -0.807 -0.0274
C -5.448 -4.727 -0.476 -0.1104
N -5.826 -4.579 0.914 -0.0492
C -7.095 -4.378 1.471 -0.0050
C -6.977 -4.265 2.851 -0.0187
N -5.617 -4.225 3.094 -0.0789
C -4.970 -4.558 1.954 0.0084
C -5.015 -4.195 4.434 0.0287
H -3.813 -4.111 -1.785 0.0713
H -3.405 -3.873 -0.062 0.0556
H -4.434 -2.783 -1.084 0.0669
H -5.267 -5.799 -0.551 0.1300
H -6.365 -4.446 -0.994 0.1182
H -7.896 -4.460 0.753 0.1185
H -7.752 -4.194 3.597 0.1190
H -3.904 -4.725 1.976 0.1182
H -4.581 -3.196 4.455 0.0839
H -4.130 -4.828 4.381 0.0972
H -5.748 -4.493 5.179 0.0999
C -3.084 1.292 -0.470 -0.0382
C -3.281 2.217 -1.732 -0.1319
N -2.231 2.088 -2.748 -0.0454
C -1.036 2.790 -2.815 -0.0088
C -0.271 2.315 -3.859 0.0219
N -1.015 1.236 -4.453 -0.0669
C -2.242 1.203 -3.807 0.0438
C -0.434 0.304 -5.378 -0.0178
H -3.805 1.355 0.345 0.0738
H -2.180 1.572 0.071 0.0560
H -3.088 0.262 -0.827 0.0618
H -3.187 3.262 -1.438 0.1250
H -4.225 1.964 -2.213 0.1180
H -0.831 3.540 -2.066 0.1217
H 0.757 2.495 -4.132 0.1052
H -3.043 0.507 -4.019 0.1195
H -0.727 -0.711 -5.113 0.0767
H 0.639 0.491 -5.428 0.0913
H -0.764 0.507 -6.398 0.0897
C 0.993 2.404 0.295 -0.0083
C 1.666 1.002 0.036 -0.1395
N 0.725 -0.082 -0.089 -0.0274
C -0.184 -0.600 0.826 0.0243
C -0.699 -1.755 0.260 0.0171
N -0.339 -1.727 -1.107 -0.0685
C 0.535 -0.696 -1.289 0.0284
C -0.858 -2.612 -2.129 0.0006
H 0.653 2.369 1.332 0.0540
H 0.243 2.714 -0.429 0.0469
H 1.645 3.272 0.385 0.0381
H 2.424 0.670 0.747 0.1010
H 2.319 0.969 -0.838 0.1004
H -0.243 -0.145 1.803 0.1186
H -1.305 -2.585 0.584 0.0915
H 1.007 -0.439 -2.227 0.1402
H -0.626 -2.397 -3.171 0.0865
H -1.948 -2.613 -2.110 0.0722
H -0.513 -3.640 -2.014 0.0948
C 8.640 1.701 0.897 -0.0518
C 8.763 3.127 0.364 -0.1881
N 7.609 3.866 0.750 -0.0706
C 7.634 5.027 1.518 0.0027
C 6.286 5.444 1.673 0.0007
N 5.491 4.595 0.944 -0.0644
C 6.332 3.743 0.288 0.0315
C 4.069 4.750 0.739 0.0293
H 7.674 1.215 0.779 0.0833
H 9.083 1.693 1.892 0.0819
H 9.368 1.103 0.344 0.0750
H 8.758 3.120 -0.727 0.1289
H 9.632 3.650 0.760 0.1225
H 8.561 5.548 1.695 0.1159
H 5.966 6.443 1.925 0.1306
H 6.040 2.966 -0.404 0.1542
H 3.671 5.262 1.614 0.1187
H 3.611 3.763 0.806 0.0878
H 3.857 5.301 -0.176 0.1014
N -2.085 3.020 5.006 -0.2682
S -1.669 3.009 3.516 0.4560
O -0.525 3.882 3.114 -0.3204
O -2.754 2.843 2.560 -0.3198
F -0.985 1.570 3.494 -0.2014
S -2.249 4.690 5.126 0.5578
O -3.143 5.355 4.212 -0.2983
O -1.087 5.431 5.598 -0.3167
F -3.065 4.613 6.535 -0.2487
N 4.417 -0.580 3.383 -0.2664
S 4.921 0.839 3.223 0.3720
O 4.844 1.730 4.349 -0.3050
O 4.690 1.466 1.965 -0.3153
F 6.503 0.543 3.198 -0.2277
S 2.827 -0.202 3.880 0.5798
O 2.158 1.002 3.443 -0.2785
O 2.477 -0.633 5.240 -0.2898
F 2.155 -1.345 2.996 -0.1957
N -2.217 -3.359 2.744 -0.2764
S -1.722 -2.507 3.868 0.4084
O -0.403 -1.963 3.976 -0.2447
O -2.417 -2.686 5.146 -0.3139
F -2.529 -1.187 3.327 -0.2270
S -1.048 -4.553 2.951 0.5606
O -0.856 -5.175 4.261 -0.2822
O 0.132 -4.380 2.148 -0.2607
F -1.867 -5.748 2.224 -0.2112
C 2.178 5.342 -2.967 -0.0649
C 1.102 5.722 -1.983 -0.7644
O 1.194 5.309 -0.777 -0.1042
O 0.249 6.561 -2.424 -0.1251
H 3.066 5.975 -2.970 0.0588
H 1.771 5.367 -3.979 0.0572
H 2.482 4.302 -2.834 0.0459
C -5.121 -2.943 -4.793 -0.0380
C -4.125 -1.922 -4.193 -0.7661
O -4.513 -1.216 -3.259 -0.0784
O -2.953 -1.861 -4.722 -0.1238
H -5.241 -3.772 -4.093 0.0511
H -4.765 -3.421 -5.706 0.0569
H -6.094 -2.476 -4.946 0.0574
C -1.509 -6.869 -1.456 -0.0421
C -2.611 -7.836 -0.993 -0.8128
O -3.029 -7.797 0.196 -0.1325
O -3.061 -8.753 -1.726 -0.1351
H -0.631 -7.499 -1.309 0.0679
H -1.581 -5.976 -0.837 0.0446
H -1.555 -6.709 -2.533 0.0579
C 4.675 2.092 -2.993 -0.0586
C 3.836 0.956 -3.492 -0.7770
O 2.586 1.047 -3.286 -0.1157
O 4.453 -0.036 -3.942 -0.0781
H 4.401 2.526 -2.032 0.0475
H 4.505 2.868 -3.743 0.0671
H 5.742 1.875 -3.054 0.0563


(2)
104
Properties=species:S:1:pos:R:3:lowdin_charge:R:1 method="wB97M-V/def2-TZVPD" de_lowest_kcal_mol=32.5 homo_energy_ev="-8.24 / -8.94" s_squared=0.7542 total_energy_ha=-2759.1807 spin_multiplicity=2 charge=0 orbital_gap_ev="8.679 / 9.382"
C -7.911 2.214 3.064 -0.0785
C -8.872 0.979 2.819 -0.3895
C -8.689 0.377 1.390 -0.0859
C -8.804 -0.065 3.986 -0.1610
C -7.646 -1.102 3.890 -0.3393
C -7.990 -2.261 4.908 -0.0739
C -6.258 -0.503 4.315 -0.2121
O -5.194 -1.446 4.231 -0.1553
C -4.227 -1.148 3.221 -0.6781
S -5.081 -1.023 1.588 0.8671
C -3.404 0.130 3.593 -0.0834
C -2.049 0.310 2.839 -0.4540
C -2.287 0.969 1.431 -0.0459
C -1.250 1.402 3.658 -0.0481
N -1.189 -0.891 2.810 -0.1127
O -0.452 -1.014 3.856 -0.0135
C -1.897 -2.134 2.441 -0.4294
C -0.950 -3.324 2.876 -0.0486
C -2.053 -2.322 0.874 -0.0323
C -3.244 -2.376 3.204 -0.0909
H -8.386 3.166 2.773 0.0736
H -7.001 2.055 2.445 0.0676
H -7.594 2.192 4.126 0.0676
H -9.903 1.406 2.842 0.1212
H -7.806 -0.278 1.283 0.0213
H -8.522 1.239 0.702 0.0800
H -9.618 -0.118 1.044 0.0777
H -9.763 -0.632 4.005 0.1169
H -8.763 0.508 4.940 0.1174
H -7.589 -1.585 2.899 0.1013
H -8.825 -2.838 4.454 0.0772
H -7.131 -2.952 5.001 0.0754
H -8.322 -1.854 5.884 0.0817
H -6.378 -0.263 5.401 0.1408
H -6.074 0.463 3.809 0.0861
H -5.412 -2.287 1.178 -0.0763
H -4.041 1.022 3.385 0.1206
H -3.234 0.141 4.691 0.1437
H -2.862 0.339 0.734 0.0356
H -1.290 1.232 1.020 0.0916
H -2.806 1.936 1.606 0.0865
H -1.257 1.203 4.743 0.0798
H -0.233 1.558 3.253 0.0908
H -1.831 2.345 3.515 0.0867
H -0.954 -3.494 3.966 0.0788
H -1.366 -4.252 2.415 0.0920
H 0.062 -3.196 2.449 0.0871
H -1.355 -3.119 0.543 0.0706
H -3.062 -2.709 0.635 0.0566
H -1.778 -1.424 0.302 0.0654
H -3.761 -3.230 2.714 0.1201
H -3.006 -2.731 4.233 0.1332
C 3.933 -2.312 -1.896 -0.0164
C 2.588 -1.700 -1.595 -0.3248
C 1.956 -2.197 -0.324 -0.0871
O 0.561 -2.004 -0.595 0.0281
C 0.406 -2.082 -1.943 -0.5584
O -0.645 -2.147 -2.494 0.1593
O 1.609 -2.080 -2.572 0.0899
H 4.263 -2.032 -2.898 0.0909
H 4.679 -1.982 -1.175 0.0786
H 3.882 -3.402 -1.876 0.0919
H 2.665 -0.608 -1.605 0.1485
H 2.265 -1.628 0.551 0.1459
H 2.131 -3.260 -0.140 0.1373
C 2.405 2.270 -4.099 -0.0094
C 3.574 2.542 -3.182 -0.3304
C 4.697 3.308 -3.824 -0.1030
O 5.827 2.884 -3.053 0.0645
C 5.542 1.641 -2.587 -0.5580
O 6.329 0.922 -2.063 0.1605
O 4.238 1.327 -2.805 0.0718
H 1.702 1.582 -3.626 0.0850
H 1.880 3.194 -4.347 0.0875
H 2.734 1.796 -5.026 0.0948
H 3.226 3.031 -2.266 0.1618
H 4.564 4.386 -3.757 0.1378
H 4.867 3.032 -4.868 0.1379
C 6.788 6.151 -6.656 -0.0194
C 5.405 6.212 -7.261 -0.3366
C 4.714 7.537 -7.093 -0.0982
O 3.335 7.161 -7.134 0.0700
C 3.262 5.880 -6.691 -0.5562
O 2.252 5.315 -6.426 0.1664
O 4.501 5.330 -6.585 0.0657
H 7.167 5.127 -6.673 0.0891
H 7.482 6.791 -7.202 0.0917
H 6.773 6.462 -5.609 0.0903
H 5.443 5.911 -8.313 0.1614
H 4.948 8.241 -7.890 0.1416
H 4.914 8.009 -6.126 0.1413
C 8.885 -5.779 -0.042 -0.0223
C 7.748 -4.862 -0.430 -0.3374
C 7.974 -3.415 -0.091 -0.0928
O 6.636 -2.932 0.053 0.0535
C 5.873 -3.988 0.433 -0.5596
O 4.750 -3.905 0.815 0.1577
O 6.565 -5.152 0.325 0.0905
H 8.594 -6.822 -0.170 0.0883
H 9.768 -5.583 -0.651 0.0909
H 9.149 -5.653 1.010 0.0903
H 7.507 -4.992 -1.491 0.1608
H 8.499 -2.873 -0.876 0.1434
H 8.497 -3.270 0.858 0.1416


(3)
118
Properties=species:S:1:pos:R:3:lowdin_charge:R:1 method="wB97M-V/def2-TZVPD" homo_energy_ev=-1.63 total_energy_ha=-4685.7780 charge=-2 orbital_gap_ev=1.314
C 0.863 -6.690 3.925 0.0125
C -0.093 -6.245 3.123 -0.1810
C 0.004 -6.290 1.601 -0.1273
C 0.273 -4.908 1.046 -0.1289
C 1.573 -4.368 1.145 -0.0817
C 2.766 -5.097 1.761 -0.0963
C 3.276 -4.408 3.026 -0.2130
N 4.316 -4.781 3.653 0.1234
C 1.747 -3.051 0.662 -0.1484
C 3.099 -2.338 0.700 -0.1670
C 3.116 -1.264 1.832 -0.0798
C 0.660 -2.357 0.127 -0.3373
C -0.594 -2.905 0.006 -0.2381
C -0.751 -4.187 0.479 -0.0328
B -2.173 -4.830 0.378 -0.5877
O -3.137 -4.490 1.350 0.1208
O -2.548 -5.756 -0.577 0.1665
N -1.704 -2.210 -0.572 0.0819
C -1.847 -0.879 -0.053 -0.2058
C -3.116 -0.437 0.327 -0.2505
O -4.219 -1.259 0.194 0.0171
C -3.242 0.829 0.851 0.0373
C -2.169 1.689 1.016 -0.1478
C -2.435 3.044 1.653 -0.1217
C -1.534 4.178 1.117 -0.1869
C -1.403 4.183 -0.411 -0.2644
C -0.224 5.108 -0.775 -0.2579
C 1.152 4.592 -0.265 -0.2556
N 2.313 5.451 -0.753 -0.0886
C -0.912 1.246 0.623 -0.2710
O 0.191 2.054 0.761 -0.1095
C 1.018 1.752 1.905 -0.1214
C 0.291 1.141 3.096 -0.3584
C 1.137 1.503 4.365 -0.0303
O 0.261 -0.300 3.054 -0.0431
C -0.781 -0.024 0.084 -0.3229
S 0.800 -0.664 -0.466 1.1203
H 1.509 -7.545 3.668 0.0274
H 1.050 -6.165 4.871 0.0667
H -1.001 -5.782 3.589 0.0517
H 0.847 -6.948 1.346 0.1254
H -0.892 -6.768 1.167 0.1012
H 2.599 -6.158 2.006 0.0860
H 3.589 -5.048 1.035 0.1224
H 2.696 -3.537 3.366 0.1022
H 4.432 -4.125 4.427 0.0611
H 3.177 -1.780 -0.243 0.0986
H 3.957 -2.995 0.846 0.1039
H 2.665 -1.637 2.755 0.0589
H 2.461 -0.467 1.487 -0.0020
H 4.095 -0.796 1.965 0.0573
H -2.576 -4.278 2.096 -0.0070
H -2.554 -6.642 -0.194 0.1070
H -1.599 -2.204 -1.587 0.1517
H -4.360 -1.460 -0.739 0.1023
H -4.233 1.158 1.160 0.1326
H -2.266 2.945 2.742 0.1047
H -3.489 3.322 1.532 0.1113
H -0.575 4.101 1.654 0.0827
H -1.932 5.164 1.408 0.1238
H -2.359 4.583 -0.836 -0.0508
H -1.253 3.203 -0.869 0.0922
H -0.367 6.103 -0.333 0.1056
H -0.149 5.286 -1.882 -0.0157
H 1.393 3.567 -0.564 0.1107
H 1.219 4.612 0.830 0.0950
H 3.134 4.863 -0.876 0.0124
H 2.587 6.095 -0.011 0.0598
H 1.874 1.169 1.561 0.1035
H 1.423 2.718 2.247 0.1264
H -0.700 1.572 3.275 0.1298
H 0.847 2.483 4.765 0.0779
H 2.195 1.543 4.081 0.0863
H 0.927 0.719 5.099 0.0744
H -0.677 -0.517 3.091 0.0813
Cl -3.981 3.742 -1.849 -0.4842
Li -2.853 -3.810 3.652 0.8734
O 5.552 5.623 -1.218 0.0843
H 5.879 6.552 -1.033 0.1022
H 6.126 4.935 -0.784 0.1297
H 5.442 5.457 -2.223 0.0928
F -1.530 7.021 -2.064 -0.6612
Mg 1.249 5.977 -2.729 0.5147
C 6.676 -6.553 1.373 -0.1908
O 6.047 -6.997 2.557 -0.1470
H 7.497 -7.233 1.143 0.0648
H 5.967 -6.558 0.538 0.0677
H 7.078 -5.541 1.506 0.0713
H 5.322 -6.379 2.742 0.0123
C -7.334 -3.904 -2.251 -0.6886
O -7.635 -4.115 -3.410 0.0249
N -6.050 -3.999 -1.792 0.1582
N -8.258 -3.551 -1.304 0.1423
H -5.783 -3.829 -0.840 0.0858
H -5.344 -4.255 -2.458 0.1061
H -9.211 -3.469 -1.605 0.0982
H -8.032 -3.370 -0.346 0.0873
F 2.797 -8.402 2.734 -0.7125
O 7.678 1.613 0.619 -0.2248
P 6.727 0.752 1.444 -0.1465
O 5.444 1.515 1.767 -0.2257
O 7.419 0.387 2.753 -0.1863
O 6.363 -0.495 0.645 -0.1937
O -1.708 5.708 -5.038 -0.3048
S -2.709 6.583 -5.547 0.5375
O -4.016 6.644 -4.988 -0.2615
O -2.841 6.342 -7.135 -0.2760
C -3.119 5.006 -7.573 -0.2744
C -4.559 4.604 -7.313 -0.0797
C -2.054 8.216 -5.605 -0.1327
H -2.425 4.304 -7.105 0.1144
H -2.923 4.990 -8.646 0.1118
H -4.766 4.548 -6.245 0.0762
H -4.766 3.624 -7.749 0.0748
H -5.245 5.338 -7.740 0.0779
H -1.068 8.188 -6.063 0.0649
H -1.986 8.560 -4.572 0.0701
H -2.733 8.849 -6.171 0.0636


(4)
96
Properties=species:S:1:pos:R:3:lowdin_charge:R:1 method="wB97M-V/def2-TZVPD" de_lowest_kcal_mol=0.0 homo_energy_ev="-8.97 / -8.66" s_squared=0.7637 total_energy_ha=-3836.4801 spin_multiplicity=2 charge=+1 orbital_gap_ev="7.150 / 4.672"
C -0.682 -2.474 -1.925 -0.3464
C 1.547 -2.369 -1.156 -0.3373
C -0.444 -3.694 -2.558 -0.0530
C 1.777 -3.688 -1.646 -0.0274
C 0.792 -4.327 -2.373 -0.0616
H -1.257 -4.144 -3.131 0.1113
H 2.761 -4.126 -1.483 0.1140
H 0.953 -5.322 -2.791 0.1141
N 0.281 -1.832 -1.258 0.0185
P -2.366 -0.788 -0.449 1.1500
P 2.442 0.147 -0.256 1.1341
C -2.066 -1.826 -1.965 -0.2419
H -2.139 -1.170 -2.846 0.0771
H -2.840 -2.593 -2.100 0.0771
C -0.086 1.153 1.008 -0.1518
O 0.000 2.204 1.493 0.1206
C 2.587 -1.569 -0.634 -0.2690
H 3.552 -2.061 -0.561 0.0640
C 3.363 0.982 -1.754 -0.6416
C 3.504 0.331 1.336 -0.6600
C -3.705 0.504 -0.901 -0.6581
C -3.015 -2.120 0.748 -0.6584
C 2.947 2.457 -1.813 -0.0936
H 3.155 2.995 -0.876 0.0750
H 3.513 2.953 -2.621 0.0963
H 1.874 2.549 -2.036 0.0397
C 4.882 0.843 -1.638 -0.0919
H 5.303 1.398 -0.791 0.0663
H 5.185 -0.213 -1.584 0.0879
H 5.344 1.260 -2.550 0.0972
C 2.942 0.281 -3.047 -0.0967
H 3.472 0.748 -3.896 0.0937
H 3.197 -0.786 -3.032 0.0855
H 1.866 0.380 -3.229 0.0435
C 3.797 1.820 1.599 -0.0865
H 2.879 2.420 1.656 0.0757
H 4.310 1.894 2.570 0.0920
H 4.459 2.258 0.845 0.0631
C 2.693 -0.238 2.503 -0.1020
H 1.742 0.276 2.629 0.0365
H 2.484 -1.306 2.374 0.0907
H 3.270 -0.124 3.433 0.0983
C 4.810 -0.465 1.290 -0.0916
H 5.481 -0.156 0.489 0.0543
H 5.343 -0.290 2.236 0.0962
H 4.626 -1.540 1.200 0.0774
C -3.468 -1.469 2.061 -0.0823
H -3.787 -2.272 2.744 0.0981
H -2.646 -0.919 2.535 0.0573
H -4.317 -0.788 1.930 0.0616
C -1.862 -3.087 1.068 -0.0806
H -1.531 -3.646 0.182 0.0802
H -1.002 -2.561 1.503 0.0702
H -2.215 -3.822 1.809 0.0961
C -4.183 -2.927 0.161 -0.0826
H -4.338 -3.810 0.801 0.0968
H -5.120 -2.359 0.159 0.0640
H -4.000 -3.297 -0.853 0.0689
C -3.678 0.778 -2.409 -0.1101
H -4.028 -0.084 -2.994 0.0912
H -4.362 1.614 -2.625 0.0998
H -2.678 1.064 -2.755 0.0298
C -3.357 1.801 -0.147 -0.0969
H -2.405 2.231 -0.490 0.0631
H -4.151 2.539 -0.342 0.0938
H -3.298 1.643 0.940 0.0841
C -5.133 0.081 -0.540 -0.0930
H -5.444 -0.824 -1.079 0.0815
H -5.285 -0.051 0.537 0.0659
H -5.807 0.893 -0.859 0.0960
Cu -0.096 -0.061 -0.411 0.1133
N -0.310 1.010 -2.055 0.1892
C -0.084 1.591 -3.044 -0.0590
C -0.193 2.530 -4.234 -0.5720
C 0.896 2.210 -5.250 -0.0416
C -1.559 2.334 -4.882 -0.0426
C -0.055 3.966 -3.739 -0.0307
H 1.894 2.326 -4.810 0.0757
H 0.793 1.180 -5.612 0.1018
H 0.804 2.897 -6.103 0.1032
H -2.356 2.619 -4.187 0.0793
H -1.680 2.947 -5.784 0.1057
H -1.686 1.284 -5.170 0.1003
H -0.116 4.684 -4.567 0.1057
H -0.857 4.204 -3.030 0.0976
H 0.909 4.110 -3.239 0.0804
C -0.537 1.098 4.892 0.0008
C -0.436 -0.134 4.042 -0.4344
C -0.165 -1.426 4.743 -0.0052
O -0.564 -0.065 2.793 -0.0807
H -0.542 0.846 5.956 0.0871
H -1.453 1.648 4.640 0.1004
H 0.317 1.758 4.684 0.1010
H 0.017 -2.225 4.018 0.0863
H 0.712 -1.326 5.395 0.1003
H -1.021 -1.699 5.376 0.1044